No. 1
A cluster of 2 separate species, C6H14ClOPS in total. Source: the Open Molecules 2025 dataset; level of theory: ωB97M-V/def2-TZVPD.

Properties
DFT total energy	-1511.89251	Ha
HOMO-LUMO gap (spin up / spin down)	6.9140 / 6.8885	eV
highest occupied orbital energy (spin up / spin down)	-0.35533 / -0.35536	Eh

Structure (ORCA input):
```
! RIJCOSX wB97M-V def2-TZVPD def2/J DEFGRID3
* xyz 0 1
Cl 2.17277 1.05801 0.08491
S 3.02768 3.19062 -2.34850
P 0.58402 -0.10490 0.74877
O 0.91862 -0.66229 2.05769
C -0.08874 -1.51417 -0.46539
C -0.33705 -2.77093 0.31930
C -0.77171 2.07117 1.86642
C -0.78519 1.75862 -0.72143
C 0.94299 -1.64857 -1.55307
C -0.86968 1.11534 0.64569
H 0.63065 -2.46368 -2.25550
H -0.98921 -0.94337 -0.84728
H 0.90149 -0.69775 -2.03237
H 0.17497 2.00201 -0.92672
H -0.52747 1.31198 2.70068
H 0.16732 2.67363 1.84822
H 2.03662 -1.70363 -1.21849
H -1.67097 0.42725 0.81407
H -1.44244 2.60162 -0.64250
H -1.22781 1.16750 -1.55912
H -1.60250 2.68447 2.14575
H 0.53436 -2.98632 0.96603
H -1.30069 -2.88619 0.77825
H -0.47806 -3.68042 -0.40540
*
```


No. 2
A structure of composition C22H32AsN7S5Ti. Source: the Open Molecules 2025 dataset; level of theory: ωB97M-V/def2-TZVPD.

Properties
DFT total energy	-6317.10979	Ha
HOMO-LUMO gap (spin up / spin down)	3.9911 / 4.1197	eV
highest occupied orbital energy (spin up / spin down)	-0.00146 / -0.00621	Eh

Structure (ORCA input):
```
! RIJCOSX wB97M-V def2-TZVPD def2/J DEFGRID3
* xyz -2 3
As 3.08670 -0.27393 2.73105
Ti 1.69345 -0.60968 0.56699
S 4.75707 -1.48727 3.30318
S 1.16840 -2.91232 1.44925
S 3.56638 0.78814 0.74048
S 1.91560 -3.48066 -0.42338
S 2.66186 1.33170 4.16944
N -0.29612 2.69402 2.94559
N -1.95865 -1.28913 0.30370
N -4.08125 -1.07655 -0.89392
N 0.94541 2.82926 1.09606
N -2.43482 -2.46278 -1.62986
N 0.09522 0.72105 1.51287
N 1.21443 -0.66527 -1.51064
C -4.96010 -0.71528 0.19804
C -0.63006 2.16971 4.26983
C 5.27155 -1.60290 -1.54317
C -0.91475 -0.09288 2.19379
C 1.13816 4.11337 1.70601
C -4.70886 -1.98991 -1.83867
C 0.69514 0.24333 -2.39967
C 2.52383 -1.05444 -1.65966
C -0.76329 0.53623 -2.25465
C -3.51720 -2.59645 -2.57112
C 4.39393 -2.36558 -0.81312
C -2.17014 -0.33670 1.36102
C 4.79406 -0.62564 -2.42069
C 0.47741 3.93798 3.06315
C -1.57110 -3.57327 -1.28984
C 2.99727 -2.14923 -0.89466
C 0.23830 1.96495 1.87504
C -2.78092 -1.56868 -0.60703
C 1.48861 0.86471 -3.33221
C 2.86746 0.62802 -3.37483
C 1.07623 2.71721 -0.32950
C 3.43244 -0.33331 -2.50503
H -3.67092 -3.64017 -2.85562
H -2.50883 0.63335 0.96004
H 2.20375 4.33836 1.80705
H 0.66223 4.89777 1.09844
H 4.74439 -3.13977 -0.14283
H 5.48371 -0.04945 -3.02923
H -1.00840 0.73851 -1.20885
H -5.87096 -0.27728 -0.21808
H -1.05454 1.39681 -2.86156
H -2.14275 -4.42666 -0.89651
H 0.11649 1.44265 4.60151
H -2.93740 -0.67484 2.07322
H -1.29556 0.38806 3.08740
H -1.36156 -0.32767 -2.55094
H 3.50472 1.16302 -4.06836
H -3.31600 -2.02447 -3.48639
H -1.00308 -3.89330 -2.16238
H 1.23880 3.81145 3.83631
H -5.29406 -2.75345 -1.30107
H 2.09582 2.95096 -0.63738
H -0.86171 -3.23072 -0.54110
H 1.02989 1.58124 -4.00587
H 6.33745 -1.76188 -1.43884
H -0.60930 3.02141 4.95140
H -5.24519 -1.59357 0.79667
H -1.64255 1.76489 4.31597
H 0.36428 3.39615 -0.82775
H -0.18867 4.76548 3.32604
H -5.38490 -1.45802 -2.51288
H -4.50881 0.02332 0.85069
H 0.87907 1.70244 -0.65256
H -0.46707 -1.04244 2.49961
*
```